A:
Here is 2 unconnected molecules or ions with the total composition CH2Cl3P from the OMol25 dataset. Energies are from ωB97M-V with the def2-TZVPD basis set.

**HOMO-LUMO gap (alpha / beta)**: 7.6 / 8.1 eV
**HOMO energy (alpha / beta)**: -8.89 / -8.44 eV

```
! wB97M-V def2-TZVPD RIJCOSX def2/J DEFGRID3
* xyz 0 1
Cl 3.1123 2.6823 -0.9983
Cl -0.0141 -1.9311 -1.2307
Cl 1.7818 2.5280 1.8861
P 1.3274 2.5051 -0.1386
C -0.4119 -0.3142 -0.8651
H -0.6847 0.2166 -1.7178
H -1.0418 -0.2059 0.0460
*
```

Here are the Mulliken charges for atoms 1 to 4, given in e:
1. Cl -0.154
2. Cl -0.136
3. Cl -0.198
4. P 0.360

=====

B:
Here is 2 unconnected molecules or ions with the total composition CH2Cl3P from the OMol25 dataset. Energies are from ωB97M-V with the def2-TZVPD basis set.

**HOMO-LUMO gap (alpha / beta)**: 7.8 / 7.8 eV
**HOMO energy (alpha / beta)**: -9.17 / -9.04 eV

```
! wB97M-V def2-TZVPD RIJCOSX def2/J DEFGRID3
* xyz 0 1
Cl -0.6380 -2.1463 0.3765
Cl 0.4104 -0.2596 2.3159
Cl -2.1422 0.3217 1.1122
P 1.0789 1.3788 -1.3126
C -0.6227 -0.4800 0.9238
H 0.4369 1.1484 -2.6400
H 1.4767 0.0369 -0.7758
*
```

Here are the Mulliken charges for atoms 1 to 4, given in e:
1. Cl -0.082
2. Cl -0.082
3. Cl -0.092
4. P -0.067

=====

The structure with the most favorable energy is A; the runner-up is 51.1 kcal/mol above it.

=====

A:
Here is 2 unconnected molecules or ions with the total composition C4H12N2O from the OMol25 dataset. Energies are from ωB97M-V with the def2-TZVPD basis set.

**HOMO-LUMO gap (alpha / beta)**: 9.9 / 7.0 eV
**HOMO energy (alpha / beta)**: -13.16 / -13.07 eV

```
! wB97M-V def2-TZVPD RIJCOSX def2/J DEFGRID3
* xyz 1 2
O -1.1003 0.0159 -1.1797
N 1.5626 0.5260 -1.7136
N 1.5486 -1.2222 1.5301
C 1.2819 -0.5449 -0.7287
C -2.1703 -0.1059 -0.3221
C -2.0333 0.6641 0.9844
C 1.9457 -0.5586 0.4388
H 0.1123 -0.5206 -0.7275
H 2.0241 0.2028 -2.5638
H -3.0638 0.2559 -0.8461
H -1.7340 1.7056 0.7966
H -2.9782 0.6608 1.5123
H -2.3575 -1.1562 -0.1146
H 0.6384 0.9129 -1.9826
H 2.1032 1.3077 -1.3274
H 0.5596 -1.3476 1.6782
H -1.2483 0.2522 1.6076
H 2.0143 -1.0020 2.4033
H 2.8948 -0.0459 0.5547
*
```

Here are the Mulliken charges for atoms 1 to 4, given in e:
1. O -0.480
2. N -0.267
3. N -0.421
4. C -0.298

=====

B:
Here is 2 unconnected molecules or ions with the total composition C4H12N2O from the OMol25 dataset. Energies are from ωB97M-V with the def2-TZVPD basis set.

**HOMO-LUMO gap (alpha / beta)**: 11.1 / 5.6 eV
**HOMO energy (alpha / beta)**: -15.01 / -14.38 eV

```
! wB97M-V def2-TZVPD RIJCOSX def2/J DEFGRID3
* xyz 1 2
O -0.3661 -1.4350 -3.1450
N -1.0257 -1.2900 -0.2715
N -0.4303 1.5080 -0.0223
C 0.4391 2.2420 -0.6643
C -0.2051 1.0632 1.2971
C 0.4063 -0.2260 1.6477
C 0.3345 -1.1427 0.3626
H -1.1772 1.0611 1.7284
H -1.7174 -1.7659 0.3550
H 0.9312 -0.4525 -0.3746
H -0.0699 -1.1266 -2.2134
H 0.4731 1.7697 1.9218
H -1.4046 -0.3252 -0.3830
H 0.2430 2.5892 -1.6906
H 1.1956 2.7844 -0.1130
H 1.4869 -0.0336 1.8895
H -0.0249 -0.7931 2.4977
H 0.1405 -2.2498 -3.1662
H 0.7709 -2.1773 0.3442
*
```

Here are the Mulliken charges for atoms 1 to 4, given in e:
1. O -0.603
2. N -0.299
3. N -0.274
4. C -0.272

=====

The structure with the most favorable energy is A; the runner-up is 23.9 kcal/mol above it.

=====

A:
Here is a single CH3INOP molecule from the OMol25 dataset. Energies are from ωB97M-V with the def2-TZVPD basis set.

**SMILES string**: O=C(I)NP
**HOMO-LUMO gap**: 9.7 eV
**HOMO energy**: -9.59 eV

```
! wB97M-V def2-TZVPD RIJCOSX def2/J DEFGRID3
* xyz 0 1
I -0.1153 -2.2095 2.0267
P 0.5078 1.1879 -1.1226
O -1.4997 0.0901 0.5693
N 0.7719 -0.0917 0.1253
C -0.3014 -0.4992 0.7258
H 1.6120 -0.6919 0.1542
H -0.6588 1.9689 -0.5771
H -0.3164 0.2454 -1.9015
*
```

Here are the Mulliken charges for atoms 1 to 4, given in e:
1. I 0.006
2. P -0.040
3. O -0.567
4. N -0.319

=====

B:
Here is a single CH3INOP molecule from the OMol25 dataset. Energies are from ωB97M-V with the def2-TZVPD basis set.

**SMILES string**: O=C(I)NP
**HOMO-LUMO gap**: 10.1 eV
**HOMO energy**: -9.72 eV

```
! wB97M-V def2-TZVPD RIJCOSX def2/J DEFGRID3
* xyz 0 1
I -2.8899 -0.0518 -0.8344
P 1.6448 -0.0596 -0.1036
O -0.7196 1.7252 0.0255
N -0.0639 -0.4206 -0.1828
C -0.9077 0.5793 -0.2773
H 1.5239 0.8164 0.9781
H -0.4595 -1.3127 -0.4196
H 1.8719 -1.2762 0.8140
*
```

Here are the Mulliken charges for atoms 1 to 4, given in e:
1. I -0.080
2. P -0.053
3. O -0.491
4. N -0.283

=====

The structure with the most favorable energy is B; the runner-up is 17.8 kcal/mol above it.

=====

A:
Here is a gas-phase ion, C5H6FN2O2 (charge +1) from the OMol25 dataset. Energies are from ωB97M-V with the def2-TZVPD basis set.

**SMILES string**: [NH2+]=C1NC=CC(=O)[C@@]1(O)F
**HOMO-LUMO gap**: 9.3 eV
**HOMO energy**: -14.69 eV

```
! wB97M-V def2-TZVPD RIJCOSX def2/J DEFGRID3
* xyz 1 1
F -1.0264 1.4324 -0.8171
O 1.0038 1.9523 -0.0194
O 1.4571 0.3495 -2.3581
N -0.5397 1.0608 1.8298
N -0.5353 -1.0832 0.8861
C -0.2337 -1.9077 -0.1814
C -0.3811 0.1831 0.8974
C 0.2723 -1.3941 -1.2970
C 0.7902 -0.0310 -1.4579
C 0.2567 0.9190 -0.2981
H 1.5941 2.0615 -0.7346
H -0.4842 -2.8970 -0.1044
H 0.5812 -1.9856 -2.0936
H -0.5848 2.1132 1.4913
H -0.8434 -1.5985 1.7310
H -1.3269 0.8253 2.5261
*
```

Here are the Mulliken charges for atoms 1 to 4, given in e:
1. F -0.303
2. O -0.496
3. O -0.443
4. N -0.400

=====

B:
Here is a gas-phase ion, C5H6FN2O2 (charge +1) from the OMol25 dataset. Energies are from ωB97M-V with the def2-TZVPD basis set.

**SMILES string**: [NH2+]=C1N=CCC(=O)[C@@]1(O)F
**HOMO-LUMO gap**: 8.7 eV
**HOMO energy**: -14.91 eV

```
! wB97M-V def2-TZVPD RIJCOSX def2/J DEFGRID3
* xyz 1 1
F -0.5130 2.5845 0.0200
O -2.4068 0.7692 -0.8816
O 0.8017 1.3018 -1.6803
N 0.6944 1.2127 2.0571
N 0.9578 -0.6040 0.6643
C 0.5554 0.6462 0.8913
C -0.7283 -0.9748 -1.0604
C -0.1734 1.3306 -0.2016
C 0.4579 -1.3332 -0.2596
C -1.2964 0.3874 -0.7410
H 0.9400 2.2291 -1.9020
H 0.9369 -2.2919 -0.4237
H 1.0743 0.6766 2.8322
H -0.3733 -0.9204 -2.1014
H 0.4785 2.1902 2.2115
H -1.5049 -1.7470 -1.0486
*
```

Here are the Mulliken charges for atoms 1 to 4, given in e:
1. F -0.261
2. O -0.425
3. O -0.533
4. N -0.236

=====

The structure with the most favorable energy is A; the runner-up is 19.2 kcal/mol above it.

=====

A:
Here is a single C19H26N4O2 molecule from the OMol25 dataset. Energies are from ωB97M-V with the def2-TZVPD basis set.

**SMILES string**: O=C(NCCN1CCOCC1)c1ccc2c(c1)ncn2C1CCCC1
**HOMO-LUMO gap**: 9.3 eV
**HOMO energy**: -8.58 eV

```
! wB97M-V def2-TZVPD RIJCOSX def2/J DEFGRID3
* xyz 0 1
O 2.4908 2.3431 1.2869
O 3.3065 -2.8305 1.1839
N 3.9539 -0.5699 -0.4046
N 2.7766 1.8339 -0.8977
N -3.1893 0.0217 -0.2442
N -1.6048 -1.1032 -1.3495
C -2.8648 -1.0259 -1.0548
C -5.5646 0.4078 -0.8515
C 4.1175 -1.9195 -0.9141
C 3.1154 -2.8362 -0.2097
C -1.0188 -0.0465 -0.6996
C -2.0107 0.6758 0.0100
C 0.3097 0.3544 -0.6608
C 4.2176 1.8300 -0.8615
C 0.6250 1.4724 0.0951
C -1.6872 1.7864 0.7770
C 4.1831 -0.5692 1.0318
C 3.1848 -1.5201 1.6891
C -0.3628 2.1623 0.8135
C 2.0406 1.9150 0.2395
C -6.5045 -0.7711 -0.5958
C -4.4979 0.3434 0.2652
C -6.4771 -0.9180 0.9226
C 4.7512 0.4103 -1.1166
C -5.0018 -0.7222 1.2630
H 5.2120 -0.8938 1.2703
H 4.6619 0.1879 -2.1846
H -6.1165 -1.6782 -1.0618
H -5.1060 0.3698 -1.8390
H -0.0525 3.0077 1.4081
H -7.5056 -0.5905 -0.9831
H 1.0634 -0.2234 -1.1733
H 4.5065 2.1945 0.1260
H -2.4342 2.3329 1.3333
H -6.8547 -1.8812 1.2608
H 4.0251 0.4324 1.4292
H -4.4556 -1.6527 1.0981
H -4.8456 -0.4181 2.2966
H -3.6004 -1.7190 -1.4152
H 2.3541 1.3904 -1.6984
H -6.1166 1.3447 -0.7740
H 3.2457 -3.8701 -0.5349
H -4.4085 1.3156 0.7562
H 2.1658 -1.1436 1.5135
H 3.9200 -1.9256 -1.9891
H 5.8208 0.3665 -0.8485
H 4.6174 2.5121 -1.6185
H 3.3668 -1.5864 2.7627
H 5.1401 -2.3000 -0.7403
H 2.0932 -2.5041 -0.4471
H -7.0765 -0.1306 1.3822
*
```

Here are the Mulliken charges for atoms 1 to 4, given in e:
1. O -0.670
2. O -0.418
3. N 0.580
4. N -0.159

=====

B:
Here is a single C19H26N4O2 molecule from the OMol25 dataset. Energies are from ωB97M-V with the def2-TZVPD basis set.

**SMILES string**: CCCCNC(=O)CCC(=O)Nc1ncc(-c2ccc(C)cc2)n1C
**HOMO-LUMO gap**: 8.0 eV
**HOMO energy**: -7.44 eV

```
! wB97M-V def2-TZVPD RIJCOSX def2/J DEFGRID3
* xyz 0 1
O -0.0361 -2.7214 2.2317
O 3.1261 0.4039 1.2702
N 1.0014 -1.3209 0.7661
N 0.9039 -1.7960 -1.5542
N -1.0341 -1.7983 -0.4706
N 3.1600 2.0192 2.8354
C 0.3139 -1.6424 -0.3936
C -2.9777 -1.9320 -3.5931
C -2.6223 -2.3960 -2.3260
C -4.2100 -2.2365 -4.1337
C -6.4731 -3.3161 -4.0190
C 0.8307 -1.9113 1.9764
C -4.7682 -3.4846 -2.1779
C 4.1804 5.1823 0.9688
C -1.3067 -2.0908 -1.7923
C -5.1278 -3.0121 -3.4330
C 4.0069 2.9306 2.0965
C 1.8218 0.0645 3.2755
C 3.2762 4.2246 1.7406
C -3.5348 -3.1875 -1.6297
C -1.9914 -1.5005 0.5577
C 3.4583 6.4764 0.6151
C 2.7592 0.8296 2.3505
C -0.0904 -2.0710 -2.4311
C 1.8398 -1.4483 3.0201
H -2.2768 -1.3245 -4.1459
H -2.0559 -2.3163 1.2804
H 2.8365 -1.7466 2.6877
H -1.6776 -0.6005 1.0912
H -6.9245 -4.1769 -3.5314
H 2.5878 6.2705 -0.0034
H 2.1110 0.2615 4.3097
H 0.1267 -2.2695 -3.4612
H -6.3930 -3.5164 -5.0856
H 0.8111 0.4571 3.1334
H 1.6070 -1.9813 3.9425
H 2.9311 4.7109 2.6574
H 1.8705 -0.8002 0.6222
H 2.3988 3.9845 1.1368
H -2.9646 -1.3256 0.1013
H 3.1255 6.9883 1.5156
H 4.5215 4.6940 0.0542
H 2.8026 2.3426 3.7206
H 4.8975 3.1560 2.6930
H -3.2660 -3.6001 -0.6687
H -7.1399 -2.4628 -3.8886
H 4.3132 2.4054 1.1896
H 4.1186 7.1432 0.0663
H -4.4691 -1.8667 -5.1159
H 5.0620 5.4109 1.5720
H -5.4601 -4.1030 -1.6232
*
```

Here are the Mulliken charges for atoms 1 to 4, given in e:
1. O -0.655
2. O -0.788
3. N 0.114
4. N -0.784

=====

The structure with the most favorable energy is B; the runner-up is 25.7 kcal/mol above it.